# 1
The following is a DFT calculation (ωB97M-V/def2-TZVPD) of a molecular structure, C20H28N6ORh in a non-equilibrium geometry.

Cartesian coordinates (Å):
C 0.65 -4.26 -2.23
N -3.42 1.14 -0.16
H -0.12 -2.75 -4.58
H 0.17 -4.98 -1.57
C -0.87 0.40 -2.55
Rh 0.00 -0.56 0.25
C -5.29 0.27 1.00
C 1.66 0.43 2.66
C 2.66 0.21 1.52
H -2.39 2.78 -2.80
H 1.68 -0.44 3.32
N -0.36 1.38 -0.45
H -6.38 1.68 2.20
H 3.64 -0.02 1.96
N 0.50 -2.51 -0.50
C -1.51 2.84 -2.17
H -0.95 -0.73 -5.71
C -4.23 0.10 0.16
C -5.54 1.53 1.55
N 2.22 -0.85 0.61
H -0.37 3.38 0.23
H 0.39 2.73 2.53
H 3.33 -2.64 0.72
H -2.96 3.16 0.08
C -3.62 2.37 0.36
H -5.94 -0.57 1.21
N 0.27 0.63 2.20
H -0.34 0.31 2.96
C 0.10 2.41 0.41
O -2.53 0.80 -1.16
H 0.29 -4.42 -3.24
C -0.13 2.01 1.89
H 2.77 1.13 0.93
C 0.35 -2.88 -1.76
N -0.43 -0.69 -1.95
H 0.50 -3.30 1.39
C -1.27 1.49 -1.53
H -1.20 2.09 2.09
H 1.60 -4.12 0.27
C -4.68 2.57 1.22
C -0.14 -1.84 -2.61
C 2.37 -2.23 1.07
H -0.65 3.09 -2.79
H 1.99 1.30 3.25
C -0.79 -0.73 -4.64
H 2.39 -2.25 2.15
H 1.18 2.54 0.24
H -1.65 3.65 -1.46
H -4.84 3.56 1.63
C -1.05 0.45 -3.92
H 2.68 -0.74 -0.29
C 1.20 -3.14 0.56
H -1.38 1.34 -4.42
H 1.73 -4.44 -2.21
C -0.34 -1.86 -4.01
H -3.99 -0.83 -0.33

Computed properties:
HOMO level (spin up / spin down) = -13.3 / -13.2 eV
Net charge = +2
Kohn-Sham gap (spin up / spin down) = 7.0550 / 6.8691 eV
Multiplicity = 2


# 2
The following is a DFT calculation (ωB97M-V/def2-TZVPD) of a molecular structure, C17H6AlCl5F6NO6.

Cartesian coordinates (Å):
O 0.61 -1.09 0.13
H -0.84 -2.26 -1.78
C 3.06 0.33 1.05
F 0.41 -4.45 1.19
C 2.61 1.29 3.45
C 1.81 2.22 4.11
C -3.13 1.07 -3.93
Cl -4.16 0.46 -0.09
H 2.12 2.59 5.08
C -1.14 0.89 -2.61
O -1.27 0.53 -0.28
N 1.02 1.27 1.74
C 0.72 2.81 3.47
O 4.17 -0.10 1.27
C -0.33 3.06 1.07
C -1.85 0.71 -1.41
C -3.26 0.71 -1.53
C -3.88 0.88 -2.76
C 2.19 0.86 2.21
C 0.48 -2.41 -0.09
H -1.66 -2.33 -0.21
F 1.66 -2.22 -2.13
F -0.58 -2.71 2.01
H -0.98 -3.82 -0.93
O 2.51 0.61 -0.10
C 0.38 2.32 2.22
F 2.85 -2.71 -0.39
C -1.74 1.07 -3.84
F 1.56 -4.21 -1.28
Cl -3.90 1.29 -5.46
O -1.04 4.02 1.30
F 1.57 -2.82 2.01
Al 0.62 0.67 -0.07
H 3.57 0.97 3.84
Cl -5.60 0.88 -2.86
H 0.21 3.67 3.87
Cl 0.60 0.83 -2.47
O 0.10 2.62 -0.07
Cl -0.76 1.28 -5.25
C 1.66 -2.90 -0.96
C 0.49 -3.11 1.29
C -0.84 -2.74 -0.80

Computed properties:
HOMO level = -5.8 eV
Net charge = -1
Kohn-Sham gap = 8.0917 eV
Multiplicity = 1


# 3
The following is a DFT calculation (ωB97M-V/def2-TZVPD) of 8 unconnected molecules or ions with the total composition C28H31Cl6N5 in a non-equilibrium geometry.

Cartesian coordinates (Å):
H -1.44 -4.05 -4.13
H -1.83 -3.70 1.25
C 3.17 0.33 3.71
H 3.31 -0.74 3.83
C 3.03 0.81 2.37
C -4.83 4.31 -0.41
C 1.43 0.76 -1.46
H 0.03 -2.21 -0.67
C 0.18 -1.14 -0.66
C 1.05 -0.56 -1.58
C -2.40 -3.34 4.96
N -3.09 4.27 -2.09
H -2.00 -5.76 -3.66
C 0.82 1.59 -0.51
H 5.10 -1.69 -4.02
C 2.33 -3.67 -4.23
H 2.26 1.15 -2.03
H -1.96 -5.48 4.95
Cl -0.89 3.58 4.05
N -1.89 -4.65 2.99
Cl 0.88 7.16 -3.10
H -4.71 2.61 0.94
C 3.16 1.17 4.76
H -2.43 -1.36 2.21
C 3.06 -2.48 -4.13
H -2.90 1.49 -0.19
Cl 0.71 4.23 -2.76
C -2.09 -4.59 4.34
H -0.87 -0.82 1.10
C 5.04 -3.87 -3.94
C -3.26 2.46 -0.49
C -4.31 3.12 0.08
C 4.22 -4.97 -4.06
H -0.96 5.76 -3.59
H -0.12 1.87 2.76
H 4.67 -5.96 -4.04
H 6.10 -3.95 -3.74
H -2.54 -3.30 6.03
Cl -3.62 -4.13 -3.14
H -0.64 5.92 -1.84
C 2.84 2.97 3.37
H -2.88 -1.33 4.72
C -1.07 2.41 2.78
H -4.43 5.78 -1.95
H 2.65 4.04 3.36
N 3.00 2.50 4.61
C 4.47 -2.57 -4.00
H 2.63 -1.49 -4.21
C -2.26 -2.25 2.81
C -2.60 3.09 -1.58
H 2.87 2.70 1.31
H 1.64 -1.26 -2.15
H -1.18 2.94 1.84
C 2.91 2.18 2.26
C -1.94 -4.70 -3.41
N -0.07 1.00 0.41
H 3.33 0.83 5.77
Cl -2.44 1.35 3.05
N 2.91 -4.90 -4.29
H 1.07 2.63 -0.38
C -2.53 -2.19 4.17
H 1.25 -3.66 -4.24
C -0.18 5.79 -2.82
C -4.17 4.81 -1.55
H 3.07 0.14 1.53
C -0.35 -0.33 0.29
Cl -0.98 -4.58 -1.99
H -1.72 2.61 -1.97
C -1.98 -3.49 2.30
H -5.64 4.81 0.08

Computed properties:
SMILES = c1ccncc1.c1ccncc1.c1ccncc1.c1ccncc1.c1ccncc1.ClCCl.ClCCl.ClCCl
HOMO level = -9.7 eV
Net charge = 0
Kohn-Sham gap = 10.0077 eV
Multiplicity = 1


What did we get for energy above the lowest of the compared OMol25 structures with the same formula, charge and spin? Answer: 59.8 41.0 27.8 kcal per mole, in the order shown.